Molecular formula: C46H33Cl2IN7O4Ta
Method: DFT, ωB97M-V/def2-TZVPD

Geometry (Å):
N -2.318 -2.083 0.439
H -6.377 4.631 -0.955
C 1.639 -0.135 -2.837
H -4.153 2.584 0.547
O -2.263 1.378 -0.261
C -1.164 5.522 0.062
H -2.211 5.790 0.109
N -1.961 -1.003 0.976
N -0.167 -1.999 -0.477
C 0.567 3.847 0.004
C 2.909 4.493 -0.110
N -5.105 2.723 0.255
H -8.245 4.851 3.930
C -0.796 4.207 0.071
C 0.755 -3.904 -1.560
H -1.534 3.421 0.135
H -5.152 -0.843 4.232
C 0.021 1.296 -3.563
H -9.176 3.261 2.288
Cl -3.817 4.728 1.987
C -2.323 1.022 3.906
C 2.526 0.768 0.107
C -5.959 3.320 1.185
H 2.679 -1.304 -4.289
H 2.240 -0.488 -2.011
H -6.778 4.866 -3.378
C 1.333 0.840 3.336
H -4.678 0.091 -0.725
H 3.150 0.832 4.468
H 1.277 -0.424 -6.173
C -6.268 4.776 3.117
Ta -0.402 0.356 0.021
C -0.188 6.539 -0.015
C -4.821 1.810 -2.014
C 2.393 2.819 4.194
H -2.497 -4.397 -0.744
H -4.192 -0.190 -2.407
C -8.132 3.539 2.246
C -5.312 2.786 -1.128
C -3.804 -0.975 2.592
H 1.892 6.996 -0.135
I -1.250 2.925 -3.215
C 1.554 4.871 -0.072
C 0.191 0.897 -4.878
C -5.469 4.225 2.134
N 0.925 2.536 0.033
H 3.212 3.289 4.722
H -0.483 3.595 2.589
C 1.137 6.223 -0.081
C -1.535 -3.921 -0.869
C -4.141 0.519 -1.583
C 0.319 2.993 2.989
C -6.017 3.878 -1.645
C 0.864 -2.629 -1.030
Cl -8.001 1.838 0.172
C -3.490 0.524 4.434
H 1.310 -0.235 3.202
C -2.613 -0.465 2.032
H -0.395 1.354 -5.661
O -1.845 -0.188 -1.679
H 3.673 5.256 -0.190
C 1.127 -0.084 -5.158
O 1.408 0.059 0.300
C -7.324 2.992 1.263
C -1.860 0.565 2.662
C -6.236 4.009 -3.001
H -0.499 7.575 -0.016
H 1.808 -2.103 -1.018
H 1.621 -4.377 -2.000
C -0.474 -4.547 -1.504
C -4.245 -0.469 3.779
C -7.606 4.424 3.171
C 1.894 -0.581 -4.117
C 3.244 3.167 -0.033
C 2.214 2.229 0.040
N -0.712 0.958 2.029
H -3.834 0.893 5.391
C 0.310 1.617 2.800
H -4.703 1.208 -4.065
C -1.336 -2.652 -0.343
H 4.265 2.815 -0.027
H -0.592 -5.534 -1.928
C -2.699 0.591 -1.180
C 1.364 3.592 3.677
H 1.364 4.666 3.809
H -5.855 5.494 3.812
O 3.606 0.291 -0.044
H -4.326 -1.765 2.068
H -1.754 1.769 4.440
H -5.925 3.143 -4.939
C -5.053 1.968 -3.377
C -5.753 3.052 -3.876
N 0.692 0.768 -2.532
C 2.367 1.441 4.037

Summary:
Energy in eV: -101546.985
Frontier orbital gap in eV: 4.3
Energy above the lowest of the compared OMol25 structures with the same formula, charge and spin in eV: 1.432
Charge: +2

Let us look at the Mulliken charges, expressed in e, one per atom: N -1.582; H 0.571; C -0.504; H -0.659; O 0.181; C -0.967; H 0.619; N 1.317; N 0.131; C -0.739; C -1.088; N 0.871; H 0.416; C 0.210; C -1.088; H 0.886; H 0.491; C 0.077; H 0.462; Cl -0.161; C -0.847; C -0.508; C -1.298; H 0.528; H 0.850; H 0.459; C -0.054; H 0.225; H 0.468; H 0.456; C -0.664; Ta 2.114; C -1.125; C 0.488; C -0.753; H 0.555; H 0.867; C -0.593; C 0.151; C -0.580; H 0.487; I 0.216; C 1.029; C -0.714; C 0.816; N 1.008; H 0.470; H 0.727; C -0.913; C -0.790; C -1.804; C 0.250; C -0.081; C -0.091; Cl -0.182; C -0.750; H 0.451; C 0.011; H 0.497; O -0.672; H 0.511; C -0.465; O -0.609; C 0.924; C 1.178; C -0.801; H 0.452; H 0.602; H 0.487; C -0.280; C -0.820; C -0.513; C -1.152; C -1.103; C 1.152; N 1.463; H 0.485; C -1.263; H 0.402; C 0.232; H 0.662; H 0.471; C 0.673; C -0.853; H 0.496; H 0.486; O -0.540; H 0.562; H 0.587; H 0.441; C -0.579; C -0.871; N 0.356; C -0.922